--- i ---
2 unconnected molecules or ions with the total composition C3H11NO, computed with the ωB97M-V functional and the def2-TZVPD basis.

* E_HOMO: -0.3471 Eh
* LUMO: 0.95 eV
* 2S+1: 1
* SMILES: NCO.CC
* HOMO-LUMO gap: 10.39 eV

Last column: natural (NBO) charge in e.
CARTESIAN COORDINATES (ANGSTROEM)
C: -2.45 -1.24 0.76  -0.621
C: -1.48 -0.09 0.98  -0.613
H: -2.77 -1.70 1.74  0.207
H: -2.22 -1.94 -0.07  0.211
H: -3.39 -0.80 0.52  0.199
H: -0.46 -0.58 1.20  0.193
H: -1.44 0.61 0.18  0.215
H: -1.56 0.52 1.92  0.207
N: 1.16 0.83 -1.54  -0.896
C: 2.05 0.18 -0.49  0.071
O: 3.00 1.13 0.14  -0.708
H: 1.26 1.84 -1.73  0.370
H: 1.19 0.48 -2.54  0.366
H: 1.46 0.10 0.50  0.172
H: 2.28 -0.84 -0.88  0.171
H: 3.36 1.51 -0.68  0.455



--- ii ---
2 unconnected molecules or ions with the total composition C3H11NO, computed with the ωB97M-V functional and the def2-TZVPD basis.

* E_HOMO: -0.3311 Eh
* LUMO: 0.89 eV
* 2S+1: 1
* SMILES: CN(C)C.O
* HOMO-LUMO gap: 9.90 eV

Last column: natural (NBO) charge in e.
CARTESIAN COORDINATES (ANGSTROEM)
C: 0.68 1.38 0.37  -0.434
N: -0.16 0.22 0.31  -0.467
C: -1.57 0.57 0.79  -0.425
C: -0.16 -0.33 -1.02  -0.456
H: 0.51 2.31 -0.35  0.175
H: 1.75 0.97 0.07  0.201
H: 0.86 1.68 1.40  0.208
H: -2.05 -0.34 1.32  0.205
H: -1.34 1.46 1.46  0.209
H: -2.19 0.78 -0.12  0.189
H: -0.64 -1.37 -1.10  0.194
H: 0.84 -0.41 -1.37  0.218
H: -0.31 0.24 -1.92  0.186
H: 0.94 -2.92 -0.48  0.467
H: 1.21 -1.75 0.58  0.487
O: 1.65 -2.49 0.06  -0.956



In order of decreasing stability: i, ii.



--- i ---
C2H5B in the gas phase, computed with the ωB97M-V functional and the def2-TZVPD basis.

* E_HOMO: -0.3698 Eh
* LUMO: -0.53 eV
* 2S+1: 1
* SMILES: BC=C
* HOMO-LUMO gap: 9.54 eV

Last column: natural (NBO) charge in e.
CARTESIAN COORDINATES (ANGSTROEM)
B: -1.06 -0.44 0.85  0.374
C: 0.91 0.18 -0.98  -0.228
C: 0.25 0.18 0.33  -0.564
H: -1.58 -1.13 -0.02  -0.077
H: -1.41 -0.01 1.90  -0.071
H: 1.59 0.94 -1.35  0.192
H: 0.80 -0.69 -1.67  0.190
H: 0.50 0.96 0.93  0.184



--- ii ---
A molecular structure, C2H5B, computed with the ωB97M-V functional and the def2-TZVPD basis.

* E_HOMO: -0.3146 Eh
* LUMO: -0.48 eV
* 2S+1: 1
* HOMO-LUMO gap: 8.08 eV

Last column: natural (NBO) charge in e.
CARTESIAN COORDINATES (ANGSTROEM)
B: -0.45 -0.87 0.61  0.513
C: 1.60 0.65 0.88  -0.235
C: 0.69 -0.25 0.97  -0.595
H: -1.34 -1.53 0.84  -0.070
H: -2.03 -0.16 -2.16  -0.004
H: 2.03 1.19 1.70  0.194
H: 2.03 0.83 -0.11  0.195
H: -2.52 0.13 -2.74  0.002



In order of decreasing stability: i, ii.



--- i ---
2 unconnected molecules or ions with the total composition C3H7O, computed with the ωB97M-V functional and the def2-TZVPD basis.

* E_HOMO: -0.0406 Eh
* LUMO: 4.65 eV
* net charge: -1
* 2S+1: 1
* HOMO-LUMO gap: 5.76 eV

Last column: natural (NBO) charge in e.
CARTESIAN COORDINATES (ANGSTROEM)
O: 2.48 -1.06 0.49  -0.970
H: 2.21 -0.83 1.39  0.459
C: -0.53 0.54 0.95  -0.761
C: -0.75 -0.18 -0.23  -0.240
C: -0.96 0.37 -1.49  -0.794
H: -0.18 0.18 1.91  0.159
H: 1.74 -0.59 0.07  0.498
H: -0.35 1.62 0.85  0.151
H: -1.19 -1.16 0.02  0.172
H: -1.01 -0.22 -2.41  0.160
H: -1.46 1.33 -1.56  0.165



--- ii ---
2 unconnected molecules or ions with the total composition C3H7O, computed with the ωB97M-V functional and the def2-TZVPD basis.

* E_HOMO: -0.0383 Eh
* LUMO: 4.89 eV
* net charge: -1
* 2S+1: 1
* HOMO-LUMO gap: 5.93 eV

Last column: natural (NBO) charge in e.
CARTESIAN COORDINATES (ANGSTROEM)
O: -2.18 1.01 0.46  -0.987
H: -1.75 0.14 0.61  0.493
C: 1.54 0.40 0.33  -0.757
C: 0.50 -0.03 -0.47  -0.223
C: -0.15 -1.29 -0.37  -0.817
H: 1.78 1.45 0.43  0.155
H: -1.37 1.47 0.19  0.470
H: 2.28 -0.28 0.75  0.164
H: 0.17 0.64 -1.26  0.167
H: -1.09 -1.43 -0.89  0.167
H: 0.27 -2.10 0.21  0.168



In order of decreasing stability: ii, i.



--- i ---
C4H9N3O in the gas phase, computed with the ωB97M-V functional and the def2-TZVPD basis.

* E_HOMO: -0.3389 Eh
* LUMO: 0.55 eV
* 2S+1: 1
* SMILES: CCN(N)/C=N\C=O
* HOMO-LUMO gap: 9.77 eV

Last column: natural (NBO) charge in e.
CARTESIAN COORDINATES (ANGSTROEM)
C: 0.22 -2.17 -0.15  -0.650
C: 0.77 -0.97 0.31  -0.232
C: -0.97 0.71 0.53  0.344
C: 0.10 1.01 -1.73  0.451
H: -0.24 -1.83 -1.19  0.219
H: -0.47 -2.61 0.54  0.216
H: 0.84 -2.97 -0.61  0.239
H: 1.05 -0.19 -0.45  0.248
H: 1.88 -1.16 0.93  0.192
H: -1.05 -1.36 2.67  0.338
H: 0.33 -0.29 2.94  0.365
H: -1.92 1.12 1.06  0.233
H: -0.53 0.47 -2.71  0.135
N: -0.25 -0.26 1.08  -0.266
N: -0.45 -0.41 2.34  -0.636
N: -0.77 1.14 -0.74  -0.560
O: 1.21 1.75 -1.97  -0.636



--- ii ---
C4H9N3O in the gas phase, computed with the ωB97M-V functional and the def2-TZVPD basis.

* E_HOMO: -0.3135 Eh
* LUMO: 0.82 eV
* 2S+1: 1
* SMILES: CC(C)/N=N\C(N)=O
* HOMO-LUMO gap: 9.35 eV

Last column: natural (NBO) charge in e.
CARTESIAN COORDINATES (ANGSTROEM)
C: -0.64 0.35 -0.20  -0.071
C: -1.21 0.60 -1.58  -0.617
C: -1.19 1.29 0.87  -0.621
C: 1.52 -0.90 0.83  0.649
N: 2.47 -1.50 0.06  -0.844
N: -0.01 -1.69 0.68  -0.101
N: -0.87 -1.00 0.22  -0.096
O: 1.77 -0.36 1.89  -0.608
H: 0.57 0.34 -0.12  0.169
H: 2.20 -2.13 -0.67  0.398
H: 3.39 -1.60 0.44  0.404
H: -0.99 1.62 -1.88  0.221
H: -2.29 0.46 -1.58  0.223
H: -0.78 -0.09 -2.32  0.217
H: -2.27 1.16 0.99  0.220
H: -0.68 1.11 1.82  0.238
H: -0.99 2.32 0.56  0.219



In order of decreasing stability: ii, i.



--- i ---
C4H9N3O in the gas phase, computed with the ωB97M-V functional and the def2-TZVPD basis.

* E_HOMO: -0.3327 Eh
* LUMO: 0.77 eV
* 2S+1: 1
* SMILES: [H]/N=C(/N)[C@](C)(O)N=C
* HOMO-LUMO gap: 9.82 eV

Last column: natural (NBO) charge in e.
CARTESIAN COORDINATES (ANGSTROEM)
C: 1.05 -1.33 1.09  -0.619
N: 1.02 1.71 0.43  -0.702
C: 0.64 0.75 -0.35  0.406
C: 0.16 -0.62 0.10  0.317
N: 0.35 1.00 -1.67  -0.852
C: -2.13 0.41 0.42  -0.072
O: -0.19 -1.47 -0.95  -0.700
N: -0.98 0.16 0.87  -0.401
H: -0.89 -1.02 -1.48  0.486
H: 1.22 1.42 1.39  0.347
H: 0.78 0.37 -2.36  0.393
H: 0.46 1.97 -1.96  0.398
H: 1.34 -0.65 1.88  0.226
H: 1.95 -1.67 0.56  0.224
H: 0.53 -2.17 1.52  0.229
H: -2.45 0.37 -0.62  0.139
H: -2.87 0.79 1.12  0.181



--- ii ---
C4H9N3O in the gas phase, computed with the ωB97M-V functional and the def2-TZVPD basis.

* E_HOMO: -0.3315 Eh
* LUMO: 0.80 eV
* 2S+1: 1
* SMILES: [H]/N=C(\NC=C)N(C)O
* HOMO-LUMO gap: 9.82 eV

Last column: natural (NBO) charge in e.
CARTESIAN COORDINATES (ANGSTROEM)
C: -2.18 -0.80 -0.18  -0.469
C: -0.58 0.89 -0.09  0.577
C: 2.03 0.41 0.16  0.015
C: 2.20 -0.54 -0.67  -0.522
H: -2.68 -0.88 -1.40  0.223
H: -2.71 -0.10 0.71  0.239
H: -2.26 -1.92 0.17  0.229
H: 0.57 -1.33 0.39  0.486
H: -0.77 2.68 -0.03  0.348
H: 0.68 1.83 0.99  0.389
H: 2.73 0.50 1.15  0.223
H: 3.02 -1.28 -0.37  0.216
H: 1.46 -0.82 -1.41  0.226
N: -0.75 -0.55 -0.37  -0.222
N: -1.38 1.90 -0.07  -0.681
N: 0.82 1.14 0.10  -0.678
O: -0.20 -1.15 0.92  -0.598



In order of decreasing stability: i, ii.



--- i ---
2 unconnected molecules or ions with the total composition C4H10NO2S, computed with the ωB97M-V functional and the def2-TZVPD basis.

* E_HOMO: -0.1167 Eh
* LUMO: 3.60 eV
* net charge: -1
* 2S+1: 1
* HOMO-LUMO gap: 6.77 eV

Last column: natural (NBO) charge in e.
CARTESIAN COORDINATES (ANGSTROEM)
O: 1.63 -3.62 1.05  -0.683
C: 1.21 -2.45 1.12  0.497
N: 0.20 -2.01 0.31  -0.650
C: 0.04 -0.44 -0.20  -0.017
C: -1.36 -0.04 0.30  -0.536
S: -1.27 1.81 0.26  -0.742
C: 0.41 -0.63 -1.64  -0.658
H: 1.67 -1.87 1.98  0.129
H: -0.16 -2.65 -0.37  0.375
H: 0.58 0.08 0.55  0.227
H: -1.49 -0.19 1.34  0.207
H: -2.35 -0.33 -0.25  0.192
H: 1.46 -0.50 -1.67  0.213
H: 0.39 -1.63 -1.98  0.208
H: -0.14 0.20 -2.12  0.246
H: 0.51 3.40 -0.88  0.487
H: -0.51 4.38 -1.20  0.468
O: 0.50 4.33 -0.96  -0.965



--- ii ---
2 unconnected molecules or ions with the total composition C4H10NO2S, computed with the ωB97M-V functional and the def2-TZVPD basis.

* E_HOMO: -0.1226 Eh
* LUMO: 3.62 eV
* net charge: -1
* 2S+1: 1
* HOMO-LUMO gap: 6.96 eV

Last column: natural (NBO) charge in e.
CARTESIAN COORDINATES (ANGSTROEM)
C: -0.62 -1.52 -0.32  -0.523
C: 0.48 -0.85 -1.14  -0.523
S: 2.24 -1.26 -0.75  -0.631
C: -1.85 -0.52 -0.20  0.710
N: -1.81 0.41 0.89  -0.645
C: -0.61 1.04 1.24  -0.418
O: -2.78 -0.57 -1.01  -0.641
H: -0.27 -1.75 0.70  0.219
H: -0.88 -2.46 -0.89  0.226
H: 0.38 0.29 -1.13  0.181
H: 0.26 -1.10 -2.20  0.192
H: -2.57 1.13 0.80  0.371
H: 0.28 0.52 0.92  0.249
H: -0.63 2.02 0.73  0.179
H: -0.56 1.20 2.34  0.179
H: 2.69 0.43 0.09  0.462
H: 3.38 1.60 -0.51  0.441
O: 2.87 1.39 0.42  -1.028



In order of decreasing stability: ii, i.



--- i ---
A molecular structure, C6H14O2, computed with the ωB97M-V functional and the def2-TZVPD basis.

* E_HOMO: -0.3107 Eh
* LUMO: 0.72 eV
* 2S+1: 1
* HOMO-LUMO gap: 9.18 eV

Last column: natural (NBO) charge in e.
CARTESIAN COORDINATES (ANGSTROEM)
C: 0.08 -0.60 -0.73  0.359
C: 0.13 1.50 0.65  0.097
C: 0.59 0.73 -0.93  -0.410
C: -1.40 -0.84 -0.63  -0.676
C: 0.92 -1.60 0.02  -0.672
C: 0.37 0.80 1.98  -0.658
O: -1.16 2.02 0.54  -0.720
O: 0.55 -0.90 -2.45  -0.862
H: -1.80 1.38 0.88  0.461
H: -0.12 -0.55 -3.04  0.446
H: 0.81 2.35 0.57  0.174
H: 1.68 0.80 -0.99  0.223
H: 0.04 1.36 -1.62  0.227
H: -1.74 -0.86 0.41  0.210
H: -1.97 -0.08 -1.18  0.226
H: 0.55 -1.79 1.03  0.220
H: 1.97 -1.29 0.08  0.223
H: 0.90 -2.55 -0.52  0.251
H: -1.65 -1.81 -1.06  0.242
H: 1.38 0.40 2.05  0.223
H: 0.24 1.52 2.80  0.225
H: -0.36 0.01 2.16  0.193



--- ii ---
2 unconnected molecules or ions with the total composition C6H14O2, computed with the ωB97M-V functional and the def2-TZVPD basis.

* E_HOMO: -0.3461 Eh
* LUMO: 0.81 eV
* 2S+1: 1
* SMILES: C=C(C)C.CC(O)O
* HOMO-LUMO gap: 10.23 eV

Last column: natural (NBO) charge in e.
CARTESIAN COORDINATES (ANGSTROEM)
C: -0.67 -1.64 -0.57  0.358
C: -0.35 -1.73 0.93  -0.666
O: -2.05 -1.86 -0.72  -0.731
O: 0.07 -2.54 -1.34  -0.726
H: -2.28 -1.78 -1.66  0.474
H: -0.10 -3.43 -1.03  0.466
H: -0.41 -0.66 -0.96  0.153
H: 0.55 -2.33 1.08  0.214
H: -0.20 -0.74 1.35  0.230
H: -1.19 -2.21 1.44  0.225
C: 1.43 1.77 1.18  -0.646
C: 0.82 1.31 -1.22  -0.659
C: 0.33 1.58 0.18  0.036
C: -0.95 1.65 0.50  -0.422
H: 2.03 0.87 1.26  0.214
H: 2.08 2.58 0.86  0.215
H: 1.47 2.13 -1.54  0.220
H: 1.42 0.40 -1.25  0.222
H: 0.00 1.24 -1.93  0.215
H: 1.03 2.02 2.16  0.215
H: -1.27 1.86 1.51  0.196
H: -1.73 1.51 -0.22  0.197



In order of decreasing stability: ii, i.